No. 1
Computed, not measured: 3 unconnected molecules or ions with the total composition C3H11NO3S at a distorted geometry, with ωB97M-V with the def2-TZVPD basis set.

Computed properties:
Gap between HOMO and LUMO ... 5.95 eV
ΔE to the lowest compared entry with this formula, charge and spin ... 24.80 kcal/mol
Total charge ... -2
Largest force on an atom ... 3.01 eV/A
Spin multiplicity ... 1
E_HOMO ... 0.005 hartree

Structure (XYZ):
```
19
Properties=species:S:1:pos:R:3:forces:R:3
C -0.507 0.384 -1.474 0.4 -0.3 -1.1
C 0.584 0.824 -2.533 -1.6 1.1 0.6
S 0.285 2.647 -2.785 0.0 0.1 -0.4
N -0.440 -0.980 -0.893 -2.2 1.7 -1.2
C -1.003 -0.993 0.480 1.5 -0.9 -0.3
O 0.006 -0.940 1.377 0.4 -0.3 1.3
H -0.531 1.115 -0.646 -0.1 0.0 -0.6
H -1.431 0.439 -2.089 0.2 0.4 0.7
H 0.389 0.342 -3.509 0.5 -0.2 0.6
H 1.617 0.855 -2.206 0.1 -1.0 0.1
H 0.500 -1.260 -0.975 1.2 -0.6 1.0
H -1.506 -1.960 0.542 -0.6 -0.3 0.2
H -1.728 -0.184 0.704 -0.1 -0.1 -1.0
H 0.292 -0.426 3.877 -0.6 -0.5 0.4
H -0.354 -1.123 2.725 -0.1 -0.2 0.5
O -0.396 -1.123 3.818 0.7 0.8 -0.6
H 1.148 0.200 1.604 0.3 0.1 -0.4
H 1.288 1.246 0.622 -0.3 0.8 -1.1
O 1.789 0.938 1.360 0.2 -0.5 1.2
```
Forces are in eV/Å.

No. 2
Computed, not measured: 3 unconnected molecules or ions with the total composition C3H11NO3S at a distorted geometry, with ωB97M-V with the def2-TZVPD basis set.

Computed properties:
Gap between HOMO and LUMO ... 6.08 eV
ΔE to the lowest compared entry with this formula, charge and spin ... 21.06 kcal/mol
Total charge ... -2
Largest force on an atom ... 2.87 eV/A
Spin multiplicity ... 1
E_HOMO ... -0.010 hartree

Structure (XYZ):
```
19
Properties=species:S:1:pos:R:3:forces:R:3
C 1.325 0.468 -1.991 2.7 0.4 0.9
C 0.580 -0.315 -3.073 0.7 -1.2 -0.1
S 1.030 0.441 -4.733 -0.3 -0.7 0.5
N 1.432 -0.015 -0.591 -0.7 0.0 -0.5
C 0.104 -0.072 0.011 0.2 -0.3 -0.5
O -0.386 1.234 0.387 1.5 -1.3 -1.8
H 2.424 0.631 -2.285 -1.6 -0.2 -0.1
H 0.908 1.460 -1.800 -0.1 0.0 -0.8
H -0.492 -0.200 -2.926 -0.1 -0.1 0.0
H 0.799 -1.482 -2.941 -0.2 2.2 -0.5
H 2.020 -0.852 -0.443 -1.0 0.6 -0.3
H 0.270 -0.755 0.844 -0.8 0.2 0.6
H -0.634 -0.540 -0.718 0.6 0.4 0.8
H -1.554 -0.213 4.111 0.0 -0.4 -0.5
H -1.491 -1.783 4.446 0.1 0.0 -0.4
O -1.688 -0.937 4.841 -0.1 0.4 0.7
H -0.924 1.047 1.153 -0.8 -0.1 1.9
H -2.254 1.203 2.893 -0.7 0.5 0.0
O -1.467 0.680 2.815 0.5 -0.5 0.2
```
Forces are in eV/Å.

No. 3
Computed, not measured: 3 unconnected molecules or ions with the total composition C3H11NO4 at a distorted geometry, with ωB97M-V with the def2-TZVPD basis set.

Computed properties:
Gap between HOMO and LUMO (spin up / spin down) ... 2.17 / 8.79 eV
ΔE to the lowest compared entry with this formula, charge and spin ... 0.00 kcal/mol
Total charge ... -1
Largest force on an atom ... 2.22 eV/A
Spin multiplicity ... 2
E_HOMO (spin up / spin down) ... 0.032 / -0.215 hartree

Structure (XYZ):
```
19
Properties=species:S:1:pos:R:3:forces:R:3
O 1.706 -0.780 0.213 -0.3 -0.4 0.2
C 1.202 0.297 0.072 1.1 1.7 -0.9
O 1.789 1.428 0.524 0.1 0.5 -0.1
C -0.017 0.678 -0.771 -1.5 -1.5 0.0
C 0.159 -0.023 -2.113 1.2 -1.2 -0.1
N -1.116 0.144 0.013 -1.1 -0.7 0.6
H 2.576 1.224 1.050 -0.3 -0.3 0.1
H -0.197 1.721 -0.970 0.8 0.7 0.3
H -0.681 -0.299 -2.745 -0.5 0.7 0.3
H 0.938 0.493 -2.681 -0.3 0.3 -0.2
H 0.644 -0.985 -1.920 -0.2 -0.1 0.2
H -1.440 0.704 0.788 0.6 0.5 0.1
H -1.996 -0.151 -0.409 0.5 -0.3 -0.8
H 0.007 0.361 2.920 0.0 0.2 -0.1
H 1.105 -0.641 2.776 0.2 0.1 -0.2
O 0.968 0.314 2.847 -0.3 -0.4 0.6
H -3.642 -2.437 -1.002 1.1 0.1 0.1
H -4.447 -1.309 -1.140 0.3 1.0 -0.1
O -3.469 -1.463 -1.094 -1.3 -0.9 0.0
```
Forces are in eV/Å.

No. 4
Computed, not measured: 3 unconnected molecules or ions with the total composition C3H11NO4 at a distorted geometry, with ωB97M-V with the def2-TZVPD basis set.

Computed properties:
Gap between HOMO and LUMO ... 9.52 eV
ΔE to the lowest compared entry with this formula, charge and spin ... 34.23 kcal/mol
Total charge ... 0
Largest force on an atom ... 1.11 eV/A
SMILES string ... CNCC(=O)O.O.O
Spin multiplicity ... 1
E_HOMO ... -0.332 hartree

Structure (XYZ):
```
19
Properties=species:S:1:pos:R:3:forces:R:3
C -1.052 -1.461 0.950 0.3 0.5 -0.8
N -0.450 -0.245 0.372 -0.5 -0.6 0.8
C -0.151 -0.319 -1.035 0.1 0.5 0.0
C 0.797 0.815 -1.386 0.0 0.2 0.3
O 1.832 0.472 -2.173 -0.2 -0.1 0.0
O 0.651 1.953 -1.010 0.0 -0.2 -0.1
H -0.900 -1.431 2.027 -0.2 -0.1 0.1
H -0.514 -2.320 0.544 -0.1 -0.2 0.2
H -2.114 -1.557 0.704 -0.1 -0.2 0.1
H -0.999 0.575 0.667 0.7 -0.3 -0.5
H -0.999 -0.162 -1.724 -0.1 -0.3 0.1
H 0.302 -1.286 -1.251 0.0 0.0 -0.1
H 2.300 1.306 -2.333 0.1 0.0 -0.1
H -0.811 2.805 0.656 0.1 -0.4 0.1
H -2.224 2.352 0.421 -0.1 0.0 0.2
O -1.483 2.208 1.024 -0.4 0.9 -0.2
H 1.167 -1.134 1.411 0.5 0.4 -0.5
H 2.538 -1.218 0.643 -0.3 0.1 0.0
O 2.108 -1.355 1.492 0.2 -0.4 0.4
```
Forces are in eV/Å.

No. 5
Computed, not measured: 3 unconnected molecules or ions with the total composition C3H11NOS at a distorted geometry, with ωB97M-V with the def2-TZVPD basis set.

Computed properties:
Gap between HOMO and LUMO ... 8.25 eV
ΔE to the lowest compared entry with this formula, charge and spin ... 77.02 kcal/mol
Total charge ... 0
Largest force on an atom ... 4.74 eV/A
Spin multiplicity ... 1
E_HOMO ... -0.335 hartree

Structure (XYZ):
```
17
Properties=species:S:1:pos:R:3:forces:R:3
C 2.230 1.410 -0.115 2.2 1.3 -0.3
N 1.263 0.482 -0.687 -0.9 0.5 1.5
C -0.009 0.624 0.094 -0.4 -0.4 -1.2
C -1.076 -0.385 -0.377 1.8 1.2 -0.9
S -2.635 0.248 0.161 -2.5 -3.0 -2.6
H 2.537 2.266 -0.769 -0.5 -0.7 0.0
H 3.215 0.951 0.152 -0.8 -0.1 -0.2
H 1.941 1.964 0.791 -0.6 -0.7 -0.2
H 1.179 0.562 -1.692 -0.3 0.3 0.1
H 0.303 0.381 1.085 -0.1 0.2 0.9
H -0.569 1.614 0.052 1.3 -0.5 0.0
H -0.904 -0.354 -1.464 -0.8 -0.3 0.1
H -0.901 -1.368 -0.019 0.2 -0.9 0.3
H -3.492 -1.131 -0.996 1.4 2.8 2.5
H 3.129 -2.129 0.998 0.1 0.0 0.0
H 2.071 -1.757 -0.044 0.0 0.0 0.3
O 2.216 -2.294 0.754 -0.1 0.1 -0.4
```
Forces are in eV/Å.

No. 6
Computed, not measured: 2 unconnected molecules or ions with the total composition C3H11NOS at a distorted geometry, with ωB97M-V with the def2-TZVPD basis set.

Computed properties:
Gap between HOMO and LUMO ... 9.77 eV
ΔE to the lowest compared entry with this formula, charge and spin ... 46.10 kcal/mol
Total charge ... 0
Largest force on an atom ... 4.60 eV/A
SMILES string ... NCCCS.O
Spin multiplicity ... 1
E_HOMO ... -0.324 hartree

Structure (XYZ):
```
17
Properties=species:S:1:pos:R:3:forces:R:3
C 0.384 0.679 1.075 3.5 -0.3 2.4
C -0.953 0.159 0.706 -1.4 -1.3 -1.6
C -1.777 1.405 0.504 0.5 0.5 1.6
S -3.428 1.321 -0.148 -0.3 0.1 -1.9
N 1.000 -0.513 1.825 0.6 1.2 -2.8
H 0.485 1.765 1.736 -0.7 -3.0 -1.8
H 1.008 0.808 0.170 -0.4 0.3 0.5
H -0.848 -0.452 -0.280 -0.2 1.1 1.5
H -1.365 -0.601 1.412 0.3 0.9 -0.2
H -1.064 1.966 -0.157 -1.5 0.4 0.4
H -1.855 1.889 1.531 0.3 -0.1 -1.4
H -4.206 1.132 0.897 0.2 -0.1 0.9
H 0.642 -0.475 2.722 -0.4 -0.2 2.3
H 2.016 -0.610 1.801 -0.5 0.5 0.2
H 4.112 -3.098 -4.533 2.0 -0.1 -1.6
H 2.601 -2.480 -4.959 2.4 -1.1 1.0
O 3.247 -2.896 -4.302 -4.4 1.2 0.7
```
Forces are in eV/Å.

No. 7
Computed, not measured: 2 unconnected molecules or ions with the total composition C3H11NOS at a distorted geometry, with ωB97M-V with the def2-TZVPD basis set.

Computed properties:
Gap between HOMO and LUMO ... 9.39 eV
ΔE to the lowest compared entry with this formula, charge and spin ... 20.49 kcal/mol
Total charge ... 0
Largest force on an atom ... 1.91 eV/A
SMILES string ... CSC.NCO
Spin multiplicity ... 1
E_HOMO ... -0.310 hartree

Structure (XYZ):
```
17
Properties=species:S:1:pos:R:3:forces:R:3
C 0.165 -2.424 4.281 -0.7 -0.4 -0.5
S 0.680 -0.848 3.581 0.1 0.4 0.4
C -0.933 -0.148 3.211 -0.6 0.2 0.1
H 0.905 -2.797 4.980 0.1 0.0 0.0
H -0.003 -3.139 3.471 0.3 -0.1 0.1
H -0.806 -2.347 4.776 0.2 0.3 0.2
H -0.871 0.925 3.022 0.4 -0.1 -0.3
H -1.384 -0.645 2.353 0.0 0.1 0.0
H -1.634 -0.192 4.052 0.3 -0.4 0.1
N -0.430 1.233 -4.664 -0.7 -0.4 -0.4
C 0.593 1.203 -3.705 1.5 0.8 -0.8
O 1.659 2.187 -3.865 -0.3 0.4 1.4
H -0.980 2.070 -4.725 0.0 0.2 0.2
H -0.264 0.846 -5.582 0.3 0.0 0.3
H 0.215 1.441 -2.720 -0.1 -0.1 0.2
H 1.125 0.259 -3.721 -0.4 -0.5 0.1
H 1.961 2.375 -4.743 -0.2 -0.4 -0.9
```
Forces are in eV/Å.

No. 8
Computed, not measured: 2 unconnected molecules or ions with the total composition C3H11NOS at a distorted geometry, with ωB97M-V with the def2-TZVPD basis set.

Computed properties:
Gap between HOMO and LUMO ... 9.95 eV
ΔE to the lowest compared entry with this formula, charge and spin ... 39.15 kcal/mol
Total charge ... 0
Largest force on an atom ... 4.89 eV/A
SMILES string ... NCCCS.O
Spin multiplicity ... 1
E_HOMO ... -0.334 hartree

Structure (XYZ):
```
17
Properties=species:S:1:pos:R:3:forces:R:3
C -0.947 -1.485 -0.186 0.2 -0.8 -0.4
C 0.322 -0.854 -0.811 0.3 1.3 -2.7
C 0.476 0.803 -1.017 1.9 -2.3 3.9
S 1.884 1.195 -2.182 -1.3 -0.7 0.8
N -1.424 -2.851 -0.710 -0.8 2.1 -0.5
H -0.887 -1.598 0.906 0.3 0.1 -0.4
H -1.660 -0.725 -0.351 -1.6 0.4 -0.2
H 0.435 -1.159 -1.918 -0.2 -0.3 1.8
H 1.193 -1.119 -0.252 0.7 -0.4 0.0
H -0.394 1.243 -1.407 -1.2 0.6 -0.2
H 0.739 1.138 0.110 -0.7 0.0 -2.9
H 1.217 0.445 -3.080 0.5 0.2 -0.3
H -1.974 -2.782 -1.596 0.2 0.6 1.1
H -0.639 -3.315 -1.080 1.5 -0.9 0.0
H 1.365 3.700 4.717 -1.3 0.0 -0.1
H -0.252 3.796 4.665 0.2 0.2 0.6
O 0.547 3.570 4.192 1.1 -0.2 -0.4
```
Forces are in eV/Å.

No. 9
Computed, not measured: 3 unconnected molecules or ions with the total composition C3H11NOS2 at a distorted geometry, with ωB97M-V with the def2-TZVPD basis set.

Computed properties:
Gap between HOMO and LUMO ... 5.20 eV
ΔE to the lowest compared entry with this formula, charge and spin ... 107.40 kcal/mol
Total charge ... 0
Largest force on an atom ... 2.49 eV/A
Spin multiplicity ... 1
E_HOMO ... -0.329 hartree

Structure (XYZ):
```
18
Properties=species:S:1:pos:R:3:forces:R:3
S -3.470 1.511 0.146 0.4 0.0 1.1
S 3.461 -0.997 -0.565 1.1 2.1 0.7
C 2.039 -0.037 0.092 -0.9 0.1 -1.4
C 0.827 -0.987 0.123 -0.3 -1.0 0.4
N -0.507 -0.448 0.203 -0.9 1.0 0.1
C -0.961 0.207 1.408 1.1 0.1 -0.4
H 4.398 0.079 -0.339 -1.2 -1.7 -0.4
H 1.790 0.810 -0.586 0.4 -0.5 0.3
H 2.247 0.365 1.067 0.2 0.0 0.4
H 0.715 -1.640 -0.753 0.9 0.3 -0.1
H 1.002 -1.697 0.950 -0.2 0.2 -0.1
H -0.829 0.019 -0.654 0.3 -0.4 0.5
H -1.252 -0.511 2.168 0.5 -0.2 0.4
H -0.283 1.014 1.786 -0.7 -0.5 0.0
H -1.971 0.664 1.320 -0.9 0.7 -0.9
H -2.929 0.439 -1.555 0.4 -0.4 -0.4
H -2.033 1.034 -2.600 0.1 -0.1 -0.2
O -2.243 0.176 -2.210 -0.2 0.4 0.0
```
Forces are in eV/Å.

No. 10
Computed, not measured: 2 unconnected molecules or ions with the total composition C3H11NOS2 at a distorted geometry, with ωB97M-V with the def2-TZVPD basis set.

Computed properties:
Gap between HOMO and LUMO ... 8.17 eV
ΔE to the lowest compared entry with this formula, charge and spin ... 45.07 kcal/mol
Total charge ... 0
Largest force on an atom ... 3.71 eV/A
SMILES string ... NCCCSS.O
Spin multiplicity ... 1
E_HOMO ... -0.290 hartree

Structure (XYZ):
```
18
Properties=species:S:1:pos:R:3:forces:R:3
S -1.326 1.964 -2.721 -0.7 -0.4 0.4
S -1.242 0.676 -1.001 -0.5 -0.1 -0.9
C 0.533 0.341 -0.895 0.3 2.1 3.0
C 1.214 0.553 0.583 -2.3 0.4 -0.3
C 0.195 0.927 1.708 1.1 2.4 0.1
N -0.606 2.217 1.473 0.4 -0.2 -2.1
H -2.704 1.904 -2.897 1.2 -0.1 0.3
H 0.726 -0.621 -1.186 0.4 -2.3 -1.1
H 1.065 1.061 -1.457 0.3 0.4 -1.2
H 1.696 -0.435 0.890 0.1 1.8 -0.5
H 1.763 1.528 0.535 0.7 -1.5 -0.1
H -0.424 0.113 1.952 -1.0 -1.0 0.4
H 0.834 1.216 2.588 -0.6 -0.8 -0.6
H -1.625 2.038 1.286 1.6 -0.1 0.3
H -0.263 2.616 0.520 -0.9 -0.8 2.3
H 0.700 -5.256 -0.144 2.6 0.1 0.9
H -0.330 -5.708 -0.973 -1.0 -1.4 -1.9
O -0.206 -5.133 -0.261 -1.5 1.3 1.1
```
Forces are in eV/Å.

What is the formula in the tenth record? C3H11NOS2

The lowest largest force on an atom belongs to which entry? number 4